No. 1
{
  "formula": "C17H31I2N2O5PS",
  "method": "wB97M-V/def2-TZVPD",
  "species": ["C", "C", "O", "C", "C", "C", "C", "C", "C", "C", "C", "C", "C", "P", "O", "I", "N", "N", "S", "C", "O", "O", "C", "C", "O", "C", "C", "H", "H", "H", "H", "H", "H", "H", "H", "H", "H", "H", "H", "H", "H", "H", "H", "H", "H", "H", "H", "H", "H", "H", "H", "H", "H", "H", "H", "H", "H", "H", "I"],
  "coordinates": [[2.57995, -4.38906, 1.23169], [2.31618, -4.23215, -0.28733], [2.27915, -2.85670, -0.64012], [1.02731, -2.23913, -0.29419], [0.75330, -1.15738, -1.35675], [0.50365, 0.23070, -0.81716], [-0.90394, 0.65897, -0.58679], [-2.06566, -0.25332, -0.86534], [-2.99203, 0.24927, -2.03616], [-4.49195, -0.10763, -1.84356], [-5.27717, 0.88374, -0.97429], [-4.74392, -1.53683, -1.31256], [-0.99097, 1.98113, -0.08624], [-2.70056, 2.59603, 0.30264], [-2.52437, 4.21383, 0.45961], [-3.26393, 1.71849, 2.53840], [-0.07960, 2.85347, 0.15417], [1.20841, 2.44094, -0.07688], [2.37406, 3.62196, 0.23451], [3.09139, 3.39565, 1.86426], [3.35454, 3.70166, -0.79912], [1.67759, 4.86084, 0.32980], [1.44864, 1.14505, -0.52741], [2.92628, 0.77619, -0.70510], [3.67129, 0.85129, 0.50659], [3.76407, -0.38210, 1.20921], [3.30840, -0.13965, 2.67709], [3.25664, -5.23908, 1.37153], [1.63390, -4.53955, 1.75704], [3.12947, -3.52207, 1.60742], [1.44776, -4.79950, -0.64580], [3.18986, -4.64234, -0.80770], [1.13506, -1.79543, 0.70637], [0.26926, -3.03150, -0.27156], [1.51345, -1.15433, -2.13882], [-0.16681, -1.45427, -1.87237], [-2.71142, -0.25034, 0.03413], [-1.74861, -1.28408, -1.01603], [-2.80656, 1.30659, -2.21698], [-2.66446, -0.28032, -2.94838], [-4.95629, -0.06517, -2.84130], [-5.07810, 0.76329, 0.12404], [-6.47613, 0.73093, -1.15085], [-5.09290, 1.92017, -1.27420], [-4.45669, -1.60187, -0.25962], [-5.82195, -1.72078, -1.37884], [-4.21406, -2.27419, -1.92211], [-2.04893, 4.43958, 1.27389], [3.27768, 4.37010, 2.31306], [2.42513, 2.78601, 2.47959], [4.02897, 2.84204, 1.79022], [3.34846, 1.41600, -1.48787], [3.03432, -0.23943, -1.09262], [3.11871, -1.16117, 0.81564], [4.81829, -0.67818, 1.26675], [3.74836, -0.89712, 3.33367], [2.22301, -0.31380, 2.71358], [3.50106, 0.88091, 3.00062], [-7.10659, 0.60367, 0.43858]],
  "forces_ev_per_a": [[-0.157, -0.449, -0.740], [1.466, 0.134, 0.624], [-0.896, -0.329, -0.337], [1.176, -0.001, -0.281], [-0.712, 0.079, -0.053], [-2.495, 0.726, 0.258], [1.902, -0.942, -0.677], [-0.899, 1.420, 0.910], [0.724, -0.939, -0.162], [-0.889, -0.219, 0.042], [3.094, 0.348, -1.700], [0.082, 0.627, -0.306], [-1.784, -0.589, 0.732], [-0.698, 0.618, -1.189], [0.060, -0.837, 0.801], [0.431, 0.059, -0.002], [0.697, 0.376, 0.486], [-0.232, -0.558, -0.260], [0.486, 3.128, -0.085], [0.375, -1.183, 0.081], [0.719, -1.920, -0.118], [-1.344, 0.008, 0.763], [2.701, -0.907, -0.218], [-0.154, -0.312, -0.445], [-0.303, 0.101, -0.673], [0.147, 0.736, 1.980], [-0.683, -0.725, -0.781], [-0.403, -0.072, 0.220], [0.310, 0.068, 0.297], [-0.283, 0.038, -0.060], [-0.107, 0.297, 0.155], [-0.191, 0.175, -0.093], [-0.348, -0.065, -0.091], [-0.163, 0.334, 0.009], [0.158, -0.162, 0.342], [0.334, 0.134, -0.116], [0.158, -0.202, -0.111], [-0.129, 0.171, 0.032], [-0.325, -0.030, 0.102], [-0.047, 0.234, 0.043], [0.218, 0.032, 0.077], [1.338, 0.414, -1.816], [2.461, 0.208, -2.096], [-0.210, -0.022, 0.216], [0.033, -0.242, -0.150], [0.203, -0.193, 0.072], [-0.042, -0.032, 0.196], [0.294, 0.298, -0.300], [-0.338, 0.075, -0.353], [-0.133, 0.309, -0.097], [-0.160, 0.123, -0.237], [0.246, 0.192, 0.539], [-0.366, 0.091, 0.037], [0.373, -0.040, -0.496], [-0.168, -0.164, -0.543], [0.119, 0.341, 0.055], [0.129, 0.289, 0.154], [0.296, -0.222, 0.127], [-6.075, -0.830, 5.234]],
  "charge": 0,
  "homo_lumo_gap_ev": 2.3
}

No. 2
{
  "formula": "C17H31IrN4O3PS2",
  "method": "wB97M-V/def2-TZVPD",
  "species": ["Ir", "C", "C", "N", "C", "S", "N", "N", "C", "C", "C", "C", "C", "C", "C", "N", "H", "H", "H", "H", "H", "H", "H", "H", "H", "H", "H", "H", "H", "C", "S", "O", "O", "O", "H", "H", "H", "C", "C", "P", "C", "C", "C", "C", "H", "H", "H", "H", "H", "H", "H", "H", "H", "H", "H", "H", "H", "H", "H"],
  "coordinates": [[-0.07781, -0.64559, -0.88988], [-5.17200, 1.64777, -0.21433], [-4.67499, 1.48941, -1.64300], [-3.31374, 1.98060, -1.82874], [-2.19969, 1.30637, -1.54194], [-2.34251, -0.39288, -1.09906], [-1.07075, 1.99803, -1.60882], [0.05358, 1.26573, -1.40376], [1.21825, 1.81983, -1.51248], [1.42352, 3.26321, -1.81719], [2.34402, 0.87751, -1.42953], [3.65978, 1.26929, -1.61720], [4.64906, 0.30138, -1.69947], [4.29423, -1.03296, -1.62685], [2.96570, -1.35423, -1.40733], [2.02005, -0.42862, -1.26692], [-6.21194, 1.32997, -0.14221], [-5.11340, 2.68889, 0.10551], [-4.58414, 1.03581, 0.47113], [-5.30707, 2.04334, -2.33571], [-4.70893, 0.44616, -1.95700], [-3.17782, 2.95227, -2.06478], [0.47292, 3.74078, -2.02833], [2.08146, 3.38070, -2.67892], [1.89299, 3.76998, -0.97001], [3.90238, 2.31661, -1.72195], [5.68120, 0.58926, -1.84660], [5.02667, -1.82005, -1.73040], [2.63008, -2.37627, -1.34896], [0.94948, -4.53787, -1.09123], [-0.31734, -3.42549, -1.61830], [-1.37256, -4.19737, -2.17768], [-0.67646, -2.65635, -0.35631], [0.30161, -2.39356, -2.48603], [0.50720, -5.21432, -0.36317], [1.76338, -3.98033, -0.63660], [1.28902, -5.09919, -1.95923], [-1.01482, 2.13268, 2.98110], [-0.95618, 1.62750, 1.53861], [-0.15963, 0.00278, 1.26851], [1.44983, 0.21213, 2.10943], [2.48502, -0.90375, 2.00288], [-1.14175, -1.11780, 2.31813], [-0.56338, -2.46516, 2.74102], [-1.43296, 3.13891, 2.98602], [-0.03081, 2.19235, 3.44472], [-1.65543, 1.51773, 3.61083], [-0.42216, 2.34798, 0.91710], [-1.96329, 1.55412, 1.12624], [1.18544, 0.36389, 3.15992], [1.86346, 1.16265, 1.75859], [2.13012, -1.83027, 2.44825], [3.39034, -0.60970, 2.53364], [2.75865, -1.11228, 0.97324], [-2.10172, -1.23407, 1.80982], [-1.32553, -0.52086, 3.21567], [-0.32764, -3.09554, 1.88905], [-1.30059, -2.98085, 3.35579], [0.32759, -2.34029, 3.35474]],
  "forces_ev_per_a": [[-0.185, -0.502, 0.620], [-0.014, 0.003, 0.012], [0.000, -0.008, -0.071], [-0.012, 0.002, 0.072], [-0.006, -0.089, 0.070], [-0.108, 0.400, -0.047], [0.018, -0.027, 0.003], [-0.045, -0.100, -0.354], [0.066, -0.022, 0.009], [0.015, 0.019, 0.007], [-0.009, -0.029, -0.027], [0.024, -0.013, -0.019], [0.016, 0.038, -0.007], [-0.039, -0.060, -0.012], [-0.001, 0.037, -0.054], [-0.031, 0.117, 0.269], [0.004, -0.011, 0.001], [-0.004, -0.002, -0.006], [0.009, 0.011, -0.003], [0.005, 0.013, 0.008], [-0.001, -0.005, 0.009], [-0.003, -0.011, -0.012], [-0.002, -0.013, 0.009], [-0.015, 0.011, -0.013], [0.008, -0.006, -0.008], [-0.009, -0.002, 0.001], [-0.003, 0.003, -0.001], [-0.006, -0.006, 0.004], [0.047, -0.009, 0.025], [-0.038, -0.072, -0.136], [0.182, 0.310, 0.124], [-0.104, 0.042, 0.108], [0.538, -0.065, -0.273], [-0.181, 0.042, -0.164], [-0.028, -0.001, -0.014], [-0.022, -0.052, 0.047], [0.027, 0.015, 0.005], [0.018, 0.014, -0.002], [0.046, 0.011, -0.012], [-0.085, 0.060, 0.007], [-0.023, -0.022, -0.029], [0.003, -0.037, 0.010], [-0.034, 0.064, -0.023], [0.040, 0.010, 0.010], [-0.009, -0.006, 0.001], [-0.004, 0.007, -0.008], [0.008, -0.010, 0.006], [0.005, -0.002, -0.038], [-0.024, -0.025, -0.031], [0.019, 0.036, -0.004], [0.008, -0.013, -0.041], [0.004, 0.000, -0.022], [0.000, -0.003, 0.006], [-0.004, 0.030, 0.061], [0.021, -0.051, -0.023], [-0.069, -0.007, -0.020], [0.007, 0.010, -0.013], [-0.004, -0.026, -0.032], [-0.015, 0.004, 0.017]],
  "charge": 1,
  "e_above_lowest_kj_mol": 41.0,
  "homo_lumo_gap_ev": 7.3
}

No. 3
{
  "formula": "C17H31N2OS4Ti",
  "method": "wB97M-V/def2-TZVPD",
  "species": ["Ti", "C", "C", "S", "C", "C", "S", "C", "C", "S", "C", "C", "S", "H", "H", "H", "H", "H", "H", "H", "H", "H", "H", "H", "H", "H", "H", "H", "H", "C", "C", "C", "C", "O", "H", "H", "H", "H", "H", "H", "H", "H", "H", "N", "C", "C", "C", "N", "C", "C", "H", "H", "H", "H", "H", "H"],
  "coordinates": [[-0.18202, -0.06000, -0.00802], [-1.51479, -1.20388, 3.15285], [-0.51269, -2.27268, 2.73204], [0.90590, -1.68276, 1.77208], [1.84533, -0.70776, 2.98694], [1.45291, 0.76011, 3.12856], [1.38163, 1.50072, 1.48954], [0.54962, 3.08235, 1.76103], [-0.19965, 3.48083, 0.49430], [-1.31581, 2.23168, -0.19834], [-2.67832, 2.20146, 1.01014], [-2.47559, 1.31713, 2.23638], [-2.16977, -0.37718, 1.68169], [-1.06464, -0.46349, 3.81187], [-2.34029, -1.67126, 3.68851], [-0.98322, -3.01935, 2.09032], [-0.12574, -2.80201, 3.60269], [2.88783, -0.80057, 2.68493], [1.74319, -1.22077, 3.94348], [2.20910, 1.27932, 3.71740], [0.48995, 0.87866, 3.62258], [1.29793, 3.83820, 1.99673], [-0.11811, 2.99636, 2.61588], [0.49590, 3.71291, -0.31296], [-0.78684, 4.38201, 0.67213], [-3.54958, 1.87827, 0.43965], [-2.86182, 3.23397, 1.30933], [-3.37219, 1.34751, 2.85531], [-1.63015, 1.64550, 2.83726], [-1.38497, -1.20700, -3.53322], [-2.09705, -1.34326, -2.20623], [-3.35337, -0.50277, -2.13046], [-2.35124, -2.78706, -1.83339], [-1.17272, -0.80212, -1.18162], [-2.04396, -1.53300, -4.33929], [-0.48515, -1.82238, -3.56069], [-1.10728, -0.16925, -3.72027], [-4.08292, -0.86764, -2.85457], [-3.14367, 0.54210, -2.36731], [-3.80793, -0.56602, -1.13986], [-3.04748, -3.23265, -2.54535], [-2.79468, -2.86110, -0.83887], [-1.42752, -3.36647, -1.85827], [5.34761, -0.36414, -2.91377], [4.11392, -0.27591, -2.39892], [3.43667, 0.95895, -2.31283], [2.19683, 1.00003, -1.74417], [1.53628, -0.07642, -1.26176], [2.17392, -1.26131, -1.40567], [3.42967, -1.41092, -1.91919], [5.81145, 0.44066, -3.29790], [5.80731, -1.25194, -3.01802], [3.88662, 1.86680, -2.69169], [1.67722, 1.94852, -1.67254], [1.63415, -2.14423, -1.08400], [3.87025, -2.39676, -1.98442]],
  "forces_ev_per_a": [[-0.030, 0.261, 0.659], [0.039, -0.048, 0.059], [-0.100, 0.046, 0.046], [-0.001, -0.119, -0.040], [0.007, 0.052, 0.045], [0.021, -0.093, 0.152], [0.165, 0.066, -0.128], [-0.064, 0.062, -0.020], [0.016, 0.058, 0.092], [-0.002, 0.118, -0.064], [-0.016, -0.004, 0.055], [-0.032, 0.073, -0.002], [0.072, 0.057, -0.077], [0.001, -0.024, 0.010], [-0.001, -0.011, 0.008], [-0.018, -0.001, -0.010], [-0.003, 0.006, 0.018], [0.005, 0.023, -0.049], [0.041, 0.005, 0.015], [-0.011, -0.022, 0.036], [0.003, 0.017, -0.006], [-0.005, 0.017, -0.006], [-0.015, 0.002, 0.004], [0.009, -0.018, -0.012], [0.017, 0.021, -0.011], [-0.001, -0.039, 0.002], [-0.005, -0.004, 0.006], [-0.018, -0.018, -0.015], [-0.016, 0.014, 0.029], [-0.005, 0.008, -0.177], [0.549, 0.314, 0.539], [-0.161, 0.065, -0.065], [-0.081, -0.140, 0.009], [-0.936, -0.829, -1.009], [0.026, -0.006, 0.008], [-0.004, 0.001, 0.022], [-0.025, 0.009, 0.006], [0.004, 0.018, 0.013], [0.036, -0.012, -0.003], [0.024, -0.031, 0.005], [0.022, -0.002, 0.016], [-0.007, 0.019, -0.011], [0.005, 0.020, 0.000], [-0.060, 0.002, -0.001], [0.158, 0.029, -0.050], [0.025, -0.072, -0.019], [-0.219, 0.011, 0.067], [0.772, 0.057, -0.193], [-0.114, -0.052, 0.111], [-0.015, 0.060, -0.171], [-0.005, 0.008, 0.007], [-0.007, -0.008, 0.008], [0.000, -0.018, 0.014], [0.001, 0.008, 0.025], [-0.032, 0.020, 0.063], [-0.005, 0.020, -0.012]],
  "multiplicity": 2,
  "s_squared": 0.754,
  "charge": 2,
  "e_above_lowest_kj_mol": 3.6,
  "homo_lumo_gap_ev": [8.7, 8.6]
}

No. 4
{
  "formula": "C17H31N3P2Tc",
  "method": "wB97M-V/def2-TZVPD",
  "species": ["P", "P", "C", "C", "H", "H", "H", "H", "C", "H", "H", "H", "C", "H", "H", "H", "C", "H", "H", "H", "C", "H", "H", "H", "Tc", "C", "C", "C", "C", "C", "C", "C", "C", "C", "H", "H", "H", "H", "H", "H", "H", "H", "H", "H", "H", "H", "H", "H", "H", "N", "C", "N", "C", "N"],
  "coordinates": [[0.35747, 4.64903, -1.23198], [2.77767, 3.17947, -3.61921], [1.92023, 5.43549, -2.02452], [2.20463, 4.93296, -3.45798], [2.77431, 5.16336, -1.36566], [1.85974, 6.54625, -1.99850], [1.32796, 5.06701, -4.11853], [3.03463, 5.52107, -3.90480], [4.59029, 3.35477, -3.80768], [5.10454, 2.39771, -3.65472], [5.00285, 4.09665, -3.11437], [4.80486, 3.67467, -4.83382], [2.28206, 2.73223, -5.32039], [2.95008, 3.25303, -6.02529], [1.24141, 2.99011, -5.54696], [2.43767, 1.64968, -5.43186], [0.58624, 5.61847, 0.28691], [-0.17472, 5.34671, 1.02328], [0.49235, 6.67961, 0.04078], [1.59115, 5.45123, 0.69728], [-1.05451, 5.32363, -2.18511], [-0.99791, 5.03618, -3.24498], [-0.97760, 6.41901, -2.09855], [-2.03030, 5.00328, -1.75377], [-1.93204, 2.58334, -1.42186], [2.89384, 1.37941, -2.82613], [3.64482, 1.19358, -1.58678], [4.31192, 2.18043, -0.80854], [3.59378, 2.10923, 0.59915], [2.31544, 2.80186, 0.19493], [1.84340, 3.09733, -1.01609], [0.86992, 2.30343, -2.05639], [1.40514, 1.01468, -2.68666], [-2.44968, 2.68348, 0.58594], [3.44122, 0.83245, -3.61345], [3.43685, 0.22714, -1.11117], [3.96619, 3.21511, -1.19379], [5.41665, 2.16628, -0.76620], [3.43266, 1.08964, 0.99951], [4.07257, 2.66028, 1.42831], [1.60905, 3.07305, 1.00006], [-0.88497, 2.64866, -0.13438], [0.77013, 2.99932, -2.92123], [-0.19897, 2.15446, -1.68758], [1.15217, 0.14129, -2.05971], [0.89345, 0.89975, -3.67220], [-3.08796, 1.80015, 0.77321], [-3.01792, 3.59382, 0.82882], [-1.71369, 2.59366, 1.43068], [-1.94613, 0.66576, -1.08799], [-1.25497, -0.20531, -0.62389], [-0.27489, -1.00537, -0.41744], [-0.31268, -2.11143, 0.35439], [-0.26822, -3.10205, 0.98935]],
  "forces_ev_per_a": [[2.003, 1.712, 1.236], [3.139, -1.413, -1.229], [-0.135, 0.198, -0.618], [-0.324, 0.401, 0.717], [-0.766, 0.308, -0.385], [-0.301, -0.582, -0.228], [0.340, -0.167, 0.251], [-0.352, -0.469, 0.171], [0.238, 0.352, -0.219], [-0.205, 0.287, 0.038], [-0.050, -0.168, -0.130], [0.029, 0.129, 0.238], [0.007, -0.110, 0.010], [-0.374, -0.122, 0.226], [0.190, -0.119, 0.035], [-0.132, 0.359, -0.172], [-0.847, 0.297, 0.191], [0.188, 0.181, 0.113], [-0.040, -0.017, 0.180], [-0.363, -0.117, -0.174], [0.207, 0.577, -0.046], [-0.046, 0.081, 0.290], [-0.535, -0.176, -0.218], [0.177, 0.278, -0.109], [0.148, -0.248, 2.113], [-0.739, 0.395, -1.229], [-2.060, 0.510, 0.063], [0.798, 2.455, 0.869], [0.366, 1.688, -0.411], [-2.243, -0.508, 1.921], [-1.852, -4.836, -2.680], [0.709, 0.071, 0.157], [-0.399, 0.233, 0.114], [-0.153, -0.269, 2.331], [-0.539, -0.038, -0.383], [0.524, -0.017, -0.402], [1.532, -1.652, 0.526], [-0.324, -0.550, 0.355], [-0.124, 0.410, -0.542], [0.147, -0.122, -0.380], [0.563, -0.053, 0.357], [-0.806, 0.183, -0.960], [-0.389, -0.075, 0.292], [2.077, -0.313, 0.000], [0.575, 0.265, -0.306], [0.456, -0.138, 0.610], [0.042, 0.475, -0.457], [0.115, 0.055, -0.554], [-0.447, 0.195, -0.755], [0.215, -0.378, -0.255], [2.316, -1.009, -0.471], [-2.594, 1.184, 0.098], [0.108, -2.241, 1.445], [-0.068, 2.631, -1.634]],
  "multiplicity": 4,
  "s_squared": 3.880,
  "charge": 2,
  "e_above_lowest_kj_mol": 539.1,
  "homo_lumo_gap_ev": [4.7, 3.9]
}